1.
C24H45CoNP2Si | ωB97M-V/def2-TZVPD

Atoms and positions in Å:
P: -0.08568 -1.67618 -5.17043
P: 0.39610 2.26892 -4.87066
C: -0.31229 -0.18015 -6.15140
C: 0.78763 0.89406 -6.00229
H: -1.31405 0.22739 -5.94419
H: -0.34390 -0.51558 -7.19843
H: 1.76306 0.45992 -5.73138
H: 0.92895 1.36612 -6.98782
C: -0.68596 3.28614 -5.90528
H: -0.92548 4.22707 -5.39855
H: -1.61612 2.75453 -6.13795
H: -0.17167 3.50609 -6.85144
C: 1.83582 3.23485 -4.49259
H: 1.99820 3.95035 -5.31228
H: 2.73365 2.60249 -4.41938
H: 1.69743 3.80073 -3.56091
C: -1.41667 -2.83186 -5.70038
H: -1.40893 -3.73625 -5.07395
H: -1.23707 -3.14814 -6.73604
H: -2.41075 -2.37024 -5.65141
C: 1.35216 -2.48427 -5.96701
H: 2.17866 -1.77379 -6.09042
H: 1.06165 -2.85516 -6.95688
H: 1.70953 -3.33108 -5.36353
Co: 1.34258 0.32665 0.71277
C: -0.75944 1.80129 -3.58132
C: -1.97822 1.14825 -4.01437
C: -2.55204 -0.11009 -3.57815
C: -1.78063 -1.15421 -2.69817
C: -0.62804 -1.89004 -3.31528
C: 0.70152 -1.35023 -3.57060
C: 1.16438 -0.00410 -2.96042
C: 0.16931 1.08300 -2.50838
C: 1.09757 -1.53508 0.85461
H: -1.04148 2.79489 -3.14758
H: -2.67603 1.82581 -4.52836
H: -2.96156 -0.63579 -4.46644
H: -3.45876 0.16580 -3.01028
H: -1.52676 -0.72320 -1.71785
H: -2.54163 -1.92241 -2.47293
H: -0.67535 -2.97379 -3.13302
H: 1.51344 -2.08264 -3.47436
H: 1.90858 0.43108 -3.64722
H: 1.75760 -0.28885 -2.06582
H: -0.43368 0.72844 -1.66477
H: 0.80663 1.87190 -2.05696
H: 2.00486 -1.91327 1.37635
H: 1.01698 -1.97177 -0.16177
H: 0.19561 -1.77211 1.45565
C: -2.69005 0.83908 0.31198
Si: -1.58820 1.76763 1.49559
C: -1.94873 3.58822 1.50246
C: -1.69729 1.03315 3.20582
N: 0.08912 1.60453 0.92239
C: 1.28047 2.19406 1.31448
C: 2.41789 1.82918 0.45870
C: 3.47504 1.18228 1.18137
C: 3.53915 1.36013 2.56622
C: 2.62391 2.16612 3.26309
C: 1.51282 2.69223 2.61650
H: -3.72932 0.97940 0.63866
H: -2.48217 -0.23779 0.31574
H: -2.60394 1.21499 -0.71608
H: -2.96165 3.75282 1.89381
H: -1.24305 4.14743 2.12948
H: -1.89958 3.99705 0.48544
H: -1.67660 -0.06330 3.17419
H: -0.88126 1.36935 3.85776
H: -2.64843 1.34413 3.66103
H: 2.49194 2.15683 -0.58280
H: 4.29910 0.72419 0.63531
H: 4.37156 0.93774 3.12279
H: 2.79421 2.40327 4.30708
H: 0.77673 3.34096 3.08816

Values from the calculation:
HOMO level (spin up / spin down) ... -4.45 / -4.84 eV
Expectation value of S² ... 3.848
Spin multiplicity ... 4
Charge ... 0
HOMO-LUMO gap (spin up / spin down) ... 4.0 / 4.0 eV
LUMO energy (spin up / spin down) ... -0.0174 / -0.0304 hartree

---

2.
C2H3ClSi | ωB97M-V/def2-TZVPD

Atoms and positions in Å:
Cl: 0.54523 1.59103 2.98186
C: 0.18179 0.83092 1.54532
C: -0.01630 1.25534 0.28283
Si: 0.07591 -0.58165 0.29657
H: 0.08247 2.35218 -0.32287
H: -1.13161 -1.17987 0.02808
H: 1.05770 -1.56058 0.01135

Values from the calculation:
HOMO level ... -9.67 eV
SMILES ... ClC1=C[SiH2]1
Spin multiplicity ... 1
Charge ... 0
HOMO-LUMO gap ... 10.3 eV
LUMO energy ... 0.0223 hartree

---

3.
C22H33FN4O2S | ωB97M-V/def2-TZVPD

Atoms and positions in Å:
O: -2.02378 -3.95430 0.24912
C: -1.82658 -3.29336 -0.75172
C: -0.47177 -3.30066 -1.48033
N: 0.36198 -2.24828 -0.94239
C: 0.29848 -0.95899 -1.34414
S: -0.56325 -0.55052 -2.71366
N: 0.97991 -0.03523 -0.62725
C: 1.53316 -0.34811 0.66909
C: 2.86738 -1.06003 0.63453
C: 3.46774 -1.51603 -0.53010
C: 4.69363 -2.15943 -0.49036
C: 5.34151 -2.36013 0.71582
C: 4.76323 -1.91603 1.89298
C: 3.54178 -1.27656 1.83097
F: 2.97061 -0.83975 2.97707
C: 1.09219 1.33912 -1.10576
C: 2.52676 1.86236 -1.03514
C: 2.58720 3.25967 -1.64776
C: 1.64507 4.20621 -0.91039
C: 0.21501 3.67855 -0.96290
C: 0.13525 2.27728 -0.36530
N: -2.71002 -2.44502 -1.29577
C: -3.99252 -2.12115 -0.71264
C: -4.13389 -0.61970 -0.44595
N: -3.70721 -0.20837 0.88160
C: -3.89112 1.22530 1.04265
C: -3.49602 1.64740 2.45618
O: -2.16004 1.30496 2.73716
C: -1.98607 -0.08478 2.59782
C: -2.32987 -0.55961 1.18627
H: -0.60179 -3.13672 -2.55182
H: 0.02657 -4.25471 -1.30371
H: 0.80789 -2.46606 -0.06559
H: 1.65113 0.58785 1.22067
H: 0.81717 -0.94675 1.25078
H: 2.97287 -1.36599 -1.47728
H: 5.14251 -2.50502 -1.40866
H: 6.29625 -2.86140 0.74451
H: 5.24183 -2.05626 2.84893
H: 0.79210 1.31506 -2.15893
H: 2.86994 1.91687 -0.00025
H: 3.19396 1.18766 -1.57516
H: 3.61089 3.63572 -1.59815
H: 2.29928 3.20777 -2.69991
H: 1.69036 5.19949 -1.36049
H: 1.96191 4.29617 0.13133
H: -0.45128 4.34731 -0.41497
H: -0.12092 3.64566 -2.00176
H: 0.38015 2.31756 0.69840
H: -0.88332 1.89542 -0.45909
H: -2.40051 -1.86512 -2.07060
H: -4.09857 -2.69096 0.21218
H: -4.77824 -2.43086 -1.40972
H: -5.18913 -0.34615 -0.52913
H: -3.58133 -0.07295 -1.23367
H: -4.94295 1.46583 0.87268
H: -3.28037 1.79118 0.31470
H: -3.56804 2.73072 2.56763
H: -4.16557 1.15787 3.17889
H: -0.94010 -0.28807 2.83545
H: -2.62904 -0.61495 3.31562
H: -2.21938 -1.64260 1.15428
H: -1.63303 -0.09843 0.46314

Values from the calculation:
HOMO level ... -8.41 eV
SMILES ... O=C(CNC(=S)N(Cc1ccccc1F)C1CCCCC1)NCCN1CCOCC1
Spin multiplicity ... 1
Charge ... 0
HOMO-LUMO gap ... 9.1 eV
LUMO energy ... 0.0240 hartree

---

| no. | DFT total energy (eV) |
| --- | --- |
| 1 | -91180.8529 |
| 2 | -22519.5363 |
| 3 | -46958.9886 |